--- one ---
{
  "formula": "C2H7OS2",
  "method": "ωB97M-V with the def2-TZVPD basis set",
  "symbols": ["C", "O", "H", "H", "H", "C", "S", "S", "H", "H", "H", "H"],
  "positions_angstrom": [[-0.99, 0.91, -2.28], [-1.25, 2.04, -2.64], [-0.72, 0.13, -3.01], [1.50, 6.85, 4.50], [-0.95, 0.61, -1.21], [2.06, -1.30, 0.67], [0.65, -0.26, 1.24], [-0.92, -1.26, 0.35], [2.88, -1.34, 1.41], [2.61, -0.79, -0.13], [1.76, -2.29, 0.35], [1.35, 6.75, 3.81]],
  "nbo_charge": [0.273, -0.566, 0.077, -0.008, 0.176, -0.757, -0.042, -0.756, 0.186, 0.185, 0.223, 0.008],
  "lumo_energy_ev": 3.7,
  "charge": -1,
  "molar_mass_da": 111.21
}


--- two ---
{
  "formula": "C2H7OS2",
  "method": "ωB97M-V with the def2-TZVPD basis set",
  "symbols": ["C", "O", "H", "H", "H", "C", "S", "S", "H", "H", "H", "H"],
  "positions_angstrom": [[0.86, 2.73, 1.43], [2.05, 2.84, 1.02], [0.57, 1.72, 1.66], [-0.96, -0.04, 6.45], [0.17, 3.62, 1.27], [-0.51, -2.34, -3.45], [0.62, -0.97, -2.70], [-0.50, 0.19, -1.36], [-0.80, -2.33, -4.48], [-1.38, -2.13, -2.87], [-0.10, -3.33, -3.33], [-0.03, 0.06, 6.37]],
  "nbo_charge": [0.232, -0.521, 0.160, -0.003, 0.124, -0.738, -0.086, -0.757, 0.179, 0.224, 0.184, 0.003],
  "lumo_energy_ev": 3.4,
  "charge": -1,
  "molar_mass_da": 111.21
}


Computed relative energies in units of eV: one 0.000; two 1.239


--- one ---
{
  "formula": "C6H14O2",
  "method": "ωB97M-V with the def2-TZVPD basis set",
  "symbols": ["C", "C", "C", "C", "O", "C", "C", "O", "H", "H", "H", "H", "H", "H", "H", "H", "H", "H", "H", "H", "H", "H"],
  "positions_angstrom": [[-2.65, -0.28, -0.33], [-1.27, -0.92, -0.38], [-0.06, 0.07, 0.03], [-0.15, 1.40, -0.71], [-0.15, 0.36, 1.41], [1.23, -0.67, -0.32], [2.44, -0.24, 0.63], [2.54, 1.14, 0.89], [-2.77, 0.27, 0.60], [-3.43, -1.03, -0.41], [-2.77, 0.42, -1.16], [-1.09, -1.35, -1.37], [-1.25, -1.75, 0.34], [-0.33, 1.23, -1.77], [0.77, 1.97, -0.59], [-0.96, 2.00, -0.29], [-0.19, -0.46, 1.91], [1.50, -0.44, -1.35], [1.12, -1.75, -0.22], [2.36, -0.80, 1.57], [3.37, -0.52, 0.14], [1.74, 1.39, 1.37]],
  "nbo_charge": [-0.619, -0.405, 0.262, -0.642, -0.744, -0.457, -0.050, -0.725, 0.213, 0.211, 0.205, 0.205, 0.187, 0.212, 0.232, 0.219, 0.471, 0.212, 0.204, 0.147, 0.181, 0.482],
  "lumo_energy_ev": 0.8,
  "molar_mass_da": 118.18
}


--- two ---
{
  "formula": "C6H14O2",
  "method": "ωB97M-V with the def2-TZVPD basis set",
  "symbols": ["C", "C", "C", "C", "C", "C", "O", "H", "H", "H", "H", "H", "H", "H", "H", "H", "H", "H", "H", "O", "H", "H"],
  "positions_angstrom": [[-0.49, 0.20, 2.92], [-1.27, 0.14, 1.64], [-0.80, -0.04, 0.40], [-1.45, 0.33, -0.94], [-0.75, -0.13, -2.18], [-1.22, -1.40, -2.75], [-0.04, -2.04, -3.08], [0.48, 0.69, 2.95], [-1.26, 0.50, 3.73], [-0.17, -0.87, 2.87], [-2.34, 0.38, 1.76], [0.19, -0.36, 0.22], [-2.58, 0.19, -0.94], [-1.47, 1.44, -0.75], [-0.58, 0.66, -2.94], [0.23, -0.16, -1.84], [-1.72, -1.98, -2.00], [-1.79, -1.39, -3.67], [0.44, -1.67, -3.84], [5.65, 1.53, 2.86], [5.94, 2.15, 2.20], [5.01, 1.86, 3.39]],
  "nbo_charge": [-0.668, -0.189, -0.194, -0.440, -0.443, -0.060, -0.732, 0.224, 0.224, 0.234, 0.186, 0.180, 0.207, 0.229, 0.204, 0.218, 0.181, 0.171, 0.468, -0.939, 0.473, 0.465],
  "lumo_energy_ev": 0.8,
  "molar_mass_da": 118.18
}


Computed relative energies in units of eV: one 0.000; two 2.738


--- one ---
{
  "formula": "C6H14O2",
  "method": "ωB97M-V with the def2-TZVPD basis set",
  "symbols": ["C", "C", "C", "C", "C", "C", "O", "H", "H", "H", "H", "H", "H", "H", "H", "H", "H", "H", "H", "O", "H", "H"],
  "positions_angstrom": [[0.30, -0.97, 1.87], [-0.21, 0.27, 1.76], [-1.36, 0.68, 2.58], [0.04, 1.24, 0.58], [-0.64, 1.16, -0.82], [0.06, 0.06, -1.67], [0.60, 0.44, -2.89], [0.67, -1.51, 1.04], [0.16, -1.53, 2.67], [-1.24, 1.78, 2.57], [-2.30, 0.44, 2.11], [-1.19, 0.40, 3.70], [-0.04, 2.31, 0.95], [1.22, 1.10, 0.36], [-1.65, 0.83, -0.63], [-0.77, 2.12, -1.44], [-0.71, -0.69, -1.83], [0.78, -0.51, -1.07], [-0.06, 1.12, -3.29], [1.81, -3.16, -2.12], [2.13, -2.45, -1.57], [2.38, -3.13, -2.86]],
  "nbo_charge": [-0.390, 0.035, -0.654, -0.443, -0.429, -0.055, -0.702, 0.186, 0.183, 0.202, 0.228, 0.224, 0.215, 0.208, 0.203, 0.209, 0.151, 0.162, 0.464, -0.929, 0.464, 0.466],
  "lumo_energy_ev": 0.8,
  "molar_mass_da": 118.18
}


--- two ---
{
  "formula": "C6H14O2",
  "method": "ωB97M-V with the def2-TZVPD basis set",
  "symbols": ["C", "C", "C", "C", "C", "C", "O", "H", "H", "H", "H", "H", "H", "H", "H", "H", "H", "H", "H", "O", "H", "H"],
  "positions_angstrom": [[-1.78, 0.23, 1.66], [-0.32, 0.35, 1.25], [-0.06, 0.63, -0.22], [-0.04, -0.67, -1.08], [1.34, 1.30, -0.32], [1.73, 1.61, -1.73], [1.09, 2.28, -2.49], [-2.40, 0.88, 1.02], [-2.28, -0.72, 1.43], [-2.02, 0.47, 2.69], [0.17, 1.10, 1.88], [0.22, -0.54, 1.59], [-0.76, 1.34, -0.66], [-0.93, -0.88, -1.67], [0.77, -0.51, -1.79], [0.37, -1.44, -0.45], [1.27, 2.28, 0.18], [2.10, 0.78, 0.28], [2.71, 1.17, -2.04], [-0.44, -3.26, 0.57], [-1.06, -2.96, -0.11], [0.33, -3.43, 0.01]],
  "nbo_charge": [-0.612, -0.409, -0.196, -0.629, -0.519, 0.445, -0.519, 0.200, 0.206, 0.217, 0.200, 0.211, 0.216, 0.219, 0.198, 0.212, 0.238, 0.215, 0.099, -0.921, 0.467, 0.462],
  "lumo_energy_ev": 0.7,
  "molar_mass_da": 118.18
}


--- three ---
{
  "formula": "C6H14O2",
  "method": "ωB97M-V with the def2-TZVPD basis set",
  "symbols": ["C", "C", "C", "O", "C", "C", "C", "O", "H", "H", "H", "H", "H", "H", "H", "H", "H", "H", "H", "H", "H", "H"],
  "positions_angstrom": [[0.87, -2.12, -0.93], [1.19, -1.00, 0.09], [1.66, -1.63, 1.32], [0.03, -0.23, 0.20], [-0.02, 1.08, -0.40], [-0.78, 0.97, -1.74], [-0.91, 1.91, 0.49], [-2.03, 1.17, 1.02], [0.43, -1.71, -1.82], [1.84, -2.64, -1.21], [0.16, -2.78, -0.50], [1.94, -0.30, -0.41], [2.00, -1.01, 2.18], [2.60, -2.31, 1.16], [0.77, -2.36, 1.47], [0.93, 1.51, -0.59], [-1.56, 1.58, -2.01], [-0.20, 0.93, -2.58], [-1.41, 0.01, -1.67], [-0.41, 2.39, 1.37], [-1.23, 2.85, -0.01], [-1.94, 0.95, 1.93]],
  "nbo_charge": [-0.616, 0.099, -0.637, -0.541, 0.066, -0.653, -0.068, -0.728, 0.213, 0.200, 0.203, 0.149, 0.224, 0.220, 0.215, 0.187, 0.218, 0.203, 0.230, 0.164, 0.176, 0.478],
  "lumo_energy_ev": 1.0,
  "molar_mass_da": 118.18
}


Computed relative energies in units of eV: one 1.818; two 0.000; three 1.222


--- one ---
{
  "formula": "C5H10S2",
  "method": "ωB97M-V with the def2-TZVPD basis set",
  "symbols": ["C", "C", "C", "C", "H", "H", "H", "H", "H", "H", "C", "S", "S", "H", "H", "H", "H"],
  "positions_angstrom": [[0.30, 2.11, 0.82], [0.79, 1.18, 0.01], [1.34, 1.56, -1.29], [1.85, 0.68, -2.16], [0.40, 3.15, 0.51], [-0.08, 1.93, 1.82], [0.97, 0.15, 0.30], [1.27, 2.60, -1.60], [2.30, 0.92, -3.11], [1.85, -0.37, -1.89], [-1.60, -2.54, 0.06], [-1.76, -2.57, 1.85], [-1.54, -0.52, 2.15], [-2.33, -1.85, -0.36], [-1.85, -3.55, -0.27], [-0.60, -2.30, -0.30], [-1.31, -0.58, 3.47]],
  "nbo_charge": [-0.365, -0.223, -0.214, -0.379, 0.189, 0.199, 0.208, 0.198, 0.202, 0.182, -0.754, 0.098, -0.166, 0.224, 0.237, 0.220, 0.143],
  "lumo_energy_ev": 0.5,
  "molar_mass_da": 134.27
}


--- two ---
{
  "formula": "C5H10S2",
  "method": "ωB97M-V with the def2-TZVPD basis set",
  "symbols": ["C", "C", "C", "C", "C", "S", "S", "H", "H", "H", "H", "H", "H", "H", "H", "H", "H"],
  "positions_angstrom": [[0.43, -0.27, -0.65], [-0.61, -0.08, 0.49], [0.82, -0.08, 0.75], [0.52, -1.57, -1.46], [-1.62, 1.04, 0.47], [1.88, -0.86, 1.74], [1.43, 2.83, 1.08], [0.74, 0.55, -1.38], [-1.08, -1.06, 0.62], [1.43, -1.60, -2.29], [-0.33, -1.46, -2.06], [0.52, -2.55, -0.98], [-2.44, 0.68, -0.25], [-1.15, 1.93, 0.15], [-2.08, 1.18, 1.36], [1.17, -0.83, 2.85], [2.70, 3.07, 1.10]],
  "nbo_charge": [-0.275, -0.261, -0.087, -0.614, -0.582, 0.237, -0.415, 0.256, 0.216, 0.215, 0.216, 0.219, 0.209, 0.233, 0.212, 0.124, 0.097],
  "lumo_energy_ev": [-1.5, -0.6],
  "molar_mass_da": 134.27
}


--- three ---
{
  "formula": "C5H10S2",
  "method": "ωB97M-V with the def2-TZVPD basis set",
  "symbols": ["C", "C", "C", "C", "C", "S", "S", "H", "H", "H", "H", "H", "H", "H", "H", "H", "H"],
  "positions_angstrom": [[0.52, -1.30, 0.19], [-1.59, -0.13, 1.38], [0.34, 1.25, 0.82], [1.12, -0.31, -2.38], [-0.62, 0.25, 0.24], [0.50, -2.33, 1.40], [1.50, -1.61, -1.12], [-2.14, -1.05, 1.01], [-2.40, 0.72, 1.53], [-0.97, -0.29, 2.33], [1.28, 1.53, 0.29], [0.60, 0.90, 1.89], [-0.22, 2.15, 0.95], [0.42, 0.40, -1.87], [0.58, -0.71, -3.24], [2.19, -0.03, -2.66], [-1.09, 0.56, -0.75]],
  "nbo_charge": [-0.400, -0.649, -0.649, -0.753, -0.195, 0.016, 0.379, 0.227, 0.217, 0.237, 0.218, 0.218, 0.211, 0.239, 0.227, 0.239, 0.217],
  "lumo_energy_ev": 0.3,
  "molar_mass_da": 134.27
}


Computed relative energies in units of eV: one 0.000; two 2.832; three 0.612